{
  "formula": "C4H8O2",
  "method": "ωB97M-V/def2-TZVPD",
  "multiplicity": 1,
  "charge": 0,
  "lumo_energy_ha": 0.0273,
  "e_homo_ev": -9.69,
  "smiles": "O[C@@H]1CC[C@@H]1O",
  "e_above_lowest_kcal_mol": 38.3,
  "energy_ev": -8371.6225,
  "elements": ["O", "C", "C", "C", "C", "O", "H", "H", "H", "H", "H", "H", "H", "H"],
  "xyz": [[1.94737, -0.05155, 0.71972], [1.00257, 0.03440, -0.30533], [0.11161, 1.30000, -0.37186], [-1.15318, 0.40645, -0.33977], [-0.26877, -0.83875, -0.10225], [-0.27984, -1.30863, 1.23390], [1.49050, -0.47163, 1.46593], [1.51008, -0.17245, -1.25450], [0.23703, 1.91622, -1.26739], [0.23531, 1.92859, 0.51383], [-1.72230, 0.38450, -1.27384], [-1.83975, 0.60308, 0.48866], [-0.39421, -1.66912, -0.80797], [-0.87642, -2.06113, 1.30087]]
}

***

{
  "formula": "C19H66F3N30O17",
  "method": "ωB97M-V/def2-TZVPD",
  "multiplicity": 1,
  "charge": -1,
  "lumo_energy_ha": 0.0517,
  "e_homo_ev": -6.69,
  "e_above_lowest_kcal_mol": 43.5,
  "energy_ev": -108453.7447,
  "elements": ["C", "O", "O", "C", "F", "F", "F", "C", "C", "H", "H", "H", "H", "H", "H", "C", "O", "N", "N", "H", "H", "H", "H", "C", "O", "N", "N", "H", "H", "H", "H", "C", "O", "N", "N", "H", "H", "H", "H", "C", "O", "N", "N", "H", "H", "H", "H", "C", "O", "N", "N", "H", "H", "H", "H", "C", "O", "N", "N", "H", "H", "H", "H", "C", "O", "N", "N", "H", "H", "H", "H", "C", "O", "N", "N", "H", "H", "H", "H", "C", "O", "N", "N", "H", "H", "H", "H", "C", "O", "N", "N", "H", "H", "H", "H", "C", "O", "N", "N", "H", "H", "H", "H", "C", "O", "N", "N", "H", "H", "H", "H", "C", "O", "N", "N", "H", "H", "H", "H", "C", "O", "N", "N", "H", "H", "H", "H", "C", "O", "N", "N", "H", "H", "H", "H"],
  "xyz": [[19.69868, 9.09708, -17.01489], [19.85242, 9.98416, -18.12833], [19.72646, 7.86855, -17.59561], [20.60253, 9.59878, -15.87733], [20.71568, 8.66293, -14.86749], [21.88257, 9.85726, -16.19755], [20.14666, 10.68408, -15.24115], [19.33798, 11.32190, -18.08722], [20.46906, 12.17581, -18.64499], [20.79434, 11.92097, -19.65200], [20.19244, 13.21104, -18.43289], [21.36462, 12.05036, -18.02949], [19.07000, 11.69850, -17.10435], [18.47755, 11.33236, -18.76079], [18.66319, 9.30579, -16.67313], [17.85851, 4.10336, -16.57418], [16.94899, 3.61192, -15.92095], [18.96060, 3.45765, -17.06066], [18.04334, 5.46945, -16.64528], [19.78744, 3.98762, -17.25172], [18.99911, 2.47642, -16.84748], [17.26118, 6.02157, -16.32955], [18.74122, 6.08864, -17.04930], [24.67410, 11.02412, -15.11611], [24.91276, 10.33720, -16.08820], [23.48742, 11.64980, -14.84607], [25.65580, 11.43373, -14.22997], [23.50170, 12.04215, -13.92201], [22.61701, 11.43679, -15.29420], [25.51414, 12.23820, -13.65016], [26.47790, 10.87586, -14.09949], [19.21307, 15.65592, -22.23039], [19.47491, 16.79590, -21.87287], [19.28143, 14.56093, -21.41207], [19.08455, 15.35077, -23.55418], [19.18790, 14.80276, -20.43689], [18.98354, 13.64185, -21.68539], [19.26690, 14.40241, -23.83440], [19.20326, 16.07616, -24.23465], [21.21686, 3.02821, -15.02728], [21.19785, 2.18905, -15.92123], [21.01130, 2.72107, -13.72008], [21.59100, 4.32350, -15.22648], [21.15811, 3.44134, -13.04447], [20.83703, 1.76484, -13.48310], [21.59420, 4.60509, -16.19457], [21.77648, 5.02737, -14.53625], [15.64070, 7.73589, -16.70136], [16.07268, 7.91668, -15.55539], [14.33916, 7.51669, -17.03022], [16.54274, 7.62141, -17.72215], [13.99373, 7.77320, -17.93553], [13.72299, 7.33179, -16.25981], [16.16401, 7.29526, -18.59283], [17.52849, 7.69975, -17.50196], [20.99561, 4.84105, -19.14389], [21.42580, 3.99666, -19.91185], [21.72326, 5.39469, -18.12892], [19.80427, 5.50567, -19.34614], [21.40426, 6.32939, -17.88389], [22.64429, 5.08772, -17.87894], [19.72244, 6.48728, -19.14233], [19.16048, 5.04098, -19.95754], [22.77913, 8.50829, -19.82489], [23.64675, 8.34340, -20.66963], [21.43485, 8.50074, -20.07524], [23.05191, 8.71295, -18.50238], [21.16833, 8.33774, -21.02896], [20.78530, 8.41344, -19.29455], [23.97486, 8.46947, -18.19444], [22.33164, 9.03170, -17.88684], [18.02885, 7.39741, -12.38814], [18.20737, 7.65066, -11.18440], [16.96128, 6.69730, -12.79349], [18.73107, 8.11958, -13.31683], [16.63792, 6.64272, -13.74061], [16.38676, 6.28994, -12.08117], [19.50802, 8.65606, -12.99493], [18.71846, 7.86622, -14.28896], [17.45791, 14.94900, -16.72381], [18.12975, 14.18947, -17.41078], [16.84243, 16.06077, -17.19021], [17.10736, 14.62555, -15.41571], [16.14234, 16.48515, -16.61381], [17.10269, 16.40941, -18.09508], [17.92402, 14.34748, -14.87861], [16.69318, 15.41464, -14.93511], [17.18950, 11.49997, -14.95203], [17.83959, 12.38127, -14.38927], [16.90284, 10.29940, -14.37450], [16.76126, 11.55539, -16.26565], [16.99733, 10.18499, -13.38530], [16.59526, 9.60462, -15.04647], [16.11018, 10.84544, -16.54191], [16.85867, 12.46035, -16.68984], [23.48721, 13.80860, -22.01248], [22.96997, 13.65053, -23.10355], [24.84605, 13.69034, -21.81904], [22.81940, 13.91229, -20.82057], [25.24301, 13.91171, -20.93019], [25.28615, 13.41024, -22.67693], [23.24635, 14.39323, -20.04737], [21.82117, 13.81671, -20.77133], [22.21037, 15.17980, -16.75670], [22.43443, 14.63983, -17.83080], [23.17346, 15.76127, -15.98250], [20.92831, 15.36885, -16.31784], [24.13215, 15.52902, -16.16078], [22.96236, 16.55133, -15.40365], [20.23132, 14.80720, -16.78327], [20.79035, 15.86950, -15.46157], [18.06080, 9.01471, -21.84216], [17.85629, 9.02526, -23.05889], [18.29042, 10.14619, -21.14046], [18.00787, 7.86521, -21.13416], [18.21723, 10.97778, -21.69542], [18.45222, 10.21310, -20.15383], [18.26128, 7.77008, -20.16645], [17.78746, 7.08692, -21.73071], [22.92378, 8.11576, -11.80974], [23.84384, 7.31598, -11.70363], [22.91633, 9.11968, -12.73366], [21.73166, 7.97737, -11.14101], [22.05786, 9.55912, -13.00767], [23.81990, 9.45985, -13.00710], [21.54091, 7.36900, -10.36661], [21.27405, 8.87560, -11.09468], [15.70284, 12.21765, -20.22388], [15.61739, 11.37699, -19.33672], [15.23176, 12.05947, -21.49095], [16.28577, 13.42791, -19.97112], [14.83872, 11.14470, -21.63264], [15.24699, 12.74052, -22.22304], [16.72020, 13.47565, -19.06097], [16.56843, 14.01434, -20.73507]]
}

***

{
  "formula": "C5H8InLiO4",
  "method": "ωB97M-V/def2-TZVPD",
  "multiplicity": 1,
  "charge": 2,
  "lumo_energy_ha": [-0.3702, -0.3702],
  "e_homo_ev": [-17.54, -17.54],
  "e_above_lowest_kcal_mol": 0.0,
  "energy_ev": -18864.0399,
  "elements": ["C", "C", "O", "Li", "H", "H", "H", "H", "O", "C", "C", "O", "O", "C", "In", "H", "H", "H", "H"],
  "xyz": [[-2.24977, 2.27184, -0.41254], [-2.32537, 0.81206, -0.61875], [-1.88967, -0.00718, 0.22779], [-1.69376, -2.12792, 0.05965], [-3.17934, 2.72328, -0.79386], [-2.20812, 2.47386, 0.66986], [-1.36737, 2.71869, -0.88345], [0.82308, -1.60142, -1.67194], [0.06501, -1.68255, 0.25378], [1.89693, 0.08119, 1.93747], [1.19900, -1.76557, -0.53186], [2.44525, 0.55126, 2.92024], [2.75497, -0.47845, 1.01211], [2.29111, -0.72969, -0.31281], [-0.19481, -0.12378, 1.36913], [1.65990, -2.75079, -0.32921], [1.95577, 0.21819, -0.76830], [3.17860, -1.05389, -0.87421], [-3.16141, 0.47088, -1.25312]]
}

***

Number 1 is which compound? C4H8O2

***

Look up the multiplicity of the first one. 1